No. 1
{
  "formula": "C5H8NO",
  "method": "ωB97M-V/def2-TZVPD",
  "gap_ev": 9.02,
  "total_charge": 1,
  "mol_weight_g_mol": 98.1,
  "total_energy_ha": -324.90896,
  "lumo_ev": -6.06,
  "e_above_lowest_ev": 3.538,
  "elements": ["C", "H", "H", "H", "C", "C", "O", "H", "C", "N", "H", "C", "H", "H", "H"],
  "xyz": [[-0.20476, -1.20318, -0.11320], [2.45485, 1.30873, -0.25650], [-0.07646, 0.88701, 1.67187], [-1.42085, 2.39652, 0.68199], [-0.51101, 0.69981, 0.68258], [-1.66434, -0.85660, -0.79386], [-0.92769, 1.84152, 0.13358], [0.04853, -2.28464, -0.34949], [2.07520, 0.24555, 0.01923], [-1.39731, -0.55281, 0.57977], [2.45766, 0.06851, 1.03521], [0.61194, -0.04674, -0.02301], [-2.21346, -1.83545, -0.93127], [2.56661, -0.47974, -0.69048], [-1.79891, -0.18848, -1.64641]],
  "atomic_forces_ev_per_a": [[1.50, -0.98, -1.91], [-1.34, -1.64, 0.39], [-0.63, -0.73, 0.53], [-1.25, 1.29, 1.68], [0.52, -0.27, -0.55], [-0.18, -0.53, 1.35], [0.60, -0.58, -2.55], [-0.29, 1.44, 1.05], [0.68, 0.05, -1.57], [0.05, 0.11, -0.63], [-0.15, -0.19, -0.13], [-0.60, -0.23, 0.49], [0.83, 1.14, 0.34], [-0.21, 0.68, 0.90], [0.46, 0.44, 0.61]],
  "lowdin_charge": [-0.06, 0.14, 0.19, 0.10, -0.32, 0.05, 0.11, 0.18, 0.01, 0.09, 0.12, -0.03, 0.15, 0.12, 0.14]
}

***

No. 2
{
  "formula": "C5H8NO",
  "method": "ωB97M-V/def2-TZVPD",
  "gap_ev": 9.39,
  "total_charge": 1,
  "mol_weight_g_mol": 98.1,
  "total_energy_ha": -324.94385,
  "lumo_ev": -3.97,
  "smiles": "[NH3+][C@@H]1C=C[C@H]1C=O",
  "e_above_lowest_ev": 2.588,
  "elements": ["H", "C", "H", "H", "H", "O", "H", "C", "H", "H", "C", "H", "C", "C", "N"],
  "xyz": [[0.67074, -2.36376, 1.23822], [-0.86627, -1.40346, 0.03579], [-2.33196, 1.23841, -1.05187], [0.03803, -0.00621, -1.51536], [0.43608, 0.55451, 1.43672], [2.23673, 1.29638, -0.86294], [-1.69072, -1.96227, -0.16371], [2.19451, 0.35887, -0.13434], [-0.78274, 1.92986, -0.35477], [-1.75620, 1.08608, 0.63423], [0.64360, -0.07779, 0.51750], [2.92175, -0.29467, 0.32149], [-0.53533, 0.00374, -0.52184], [0.26353, -1.52825, 0.75156], [-1.44173, 1.16857, -0.33067]],
  "atomic_forces_ev_per_a": [[0.65, -0.71, 0.73], [1.96, 2.21, 0.02], [2.96, 0.01, 2.25], [-1.76, 0.36, 0.97], [0.55, -0.52, -0.91], [0.61, -0.45, -0.03], [-2.06, -1.88, -0.55], [-4.27, -0.17, 1.68], [-0.29, 1.20, -0.48], [-0.58, 0.24, 0.04], [2.15, 1.34, 0.07], [1.24, -0.01, -0.35], [2.47, -2.22, -0.27], [-1.67, 1.53, -1.47], [-1.94, -0.91, -1.70]],
  "lowdin_charge": [0.11, 0.00, 0.27, 0.18, 0.16, 0.09, 0.08, -0.13, 0.16, 0.16, -0.17, 0.12, -0.25, 0.02, 0.21]
}

***

No. 3
{
  "formula": "C5H8NO",
  "method": "ωB97M-V/def2-TZVPD",
  "gap_ev": 8.58,
  "total_charge": 1,
  "mol_weight_g_mol": 98.1,
  "total_energy_ha": -324.94511,
  "lumo_ev": -6.70,
  "e_above_lowest_ev": 2.554,
  "elements": ["O", "C", "H", "H", "H", "C", "H", "H", "H", "H", "H", "N", "C", "C", "C"],
  "xyz": [[-1.69646, -0.69237, -0.21163], [1.12191, 0.11144, -0.08822], [-4.58222, 0.73951, 0.09218], [-0.40257, 1.43829, 0.61090], [1.34175, -1.85864, -0.69367], [1.66653, -1.26552, 0.11390], [1.34782, -1.45667, 1.07970], [2.73581, -1.25178, -0.00759], [-0.35551, -0.00879, 1.70349], [1.09383, 1.94433, -1.16176], [2.48021, 0.74034, -1.56673], [-3.68893, 0.36832, 0.38714], [1.63842, 0.99360, -0.93006], [0.05703, 0.43980, 0.67980], [-2.75762, -0.24186, -0.00742]],
  "atomic_forces_ev_per_a": [[1.07, -0.86, -0.42], [0.78, -2.46, 0.34], [0.34, -0.29, 0.06], [0.19, -0.38, -0.51], [-0.95, -1.25, -0.45], [1.20, 1.91, -1.21], [-0.23, -1.77, 1.64], [0.55, -0.06, 0.45], [1.44, 0.21, -2.61], [0.80, -0.74, 0.43], [0.22, 0.20, 0.29], [-0.92, 0.07, -0.08], [-0.84, 2.24, -2.14], [-3.22, 1.99, 3.75], [-0.41, 1.18, 0.44]],
  "lowdin_charge": [0.12, -0.39, 0.12, 0.12, 0.10, 0.00, 0.07, 0.10, 0.18, 0.13, 0.12, 0.26, 0.24, 0.19, -0.36]
}

***

No. 4
{
  "formula": "C5H8NO",
  "method": "ωB97M-V/def2-TZVPD",
  "gap_ev": 9.31,
  "total_charge": 1,
  "mol_weight_g_mol": 98.1,
  "total_energy_ha": -324.90991,
  "lumo_ev": -4.03,
  "smiles": "[NH3+][C@]12[C@@H]3[C@H]1CO[C@@H]32",
  "e_above_lowest_ev": 3.512,
  "elements": ["H", "H", "H", "H", "O", "C", "H", "H", "C", "N", "H", "H", "C", "C", "C"],
  "xyz": [[-2.42380, 0.80948, -0.31715], [1.79682, -1.61215, 1.11823], [-0.08738, 0.86308, -2.07443], [-0.05577, -1.86574, -0.85890], [1.68714, 0.46523, 0.70713], [-0.54280, 0.06421, 0.13367], [0.47784, 2.00040, 0.36012], [-2.24841, -0.68048, 0.74588], [1.71666, -0.93870, 0.24901], [-2.03165, 0.32543, 0.55665], [2.57493, -0.96522, -0.38695], [-1.94992, 1.06963, 1.23912], [0.09518, 0.41649, -1.14101], [0.32982, -0.96470, -0.43594], [0.66134, 1.01304, 0.10457]],
  "atomic_forces_ev_per_a": [[-0.10, -1.61, 1.56], [0.04, 0.36, -0.37], [-0.43, -0.11, -1.09], [-0.16, -0.41, -0.38], [2.83, -1.70, 0.88], [-0.76, 2.51, -0.30], [-0.06, 1.98, 0.21], [-1.28, 1.55, 0.47], [-1.32, 1.29, 1.00], [2.76, -0.49, -3.16], [0.27, -0.72, -0.69], [-0.58, -0.66, 1.11], [1.52, -1.26, 2.26], [0.40, -0.89, -1.22], [-3.12, 0.15, -0.26]],
  "lowdin_charge": [0.21, 0.14, 0.14, 0.14, -0.02, -0.21, 0.15, 0.20, -0.02, 0.28, 0.13, 0.16, 0.03, -0.07, -0.26]
}